# C27H23CrF3N2O2S4

C27H23CrF3N2O2S4 as an isolated structure at a distorted geometry (ωB97M-V with the def2-TZVPD basis set, OMol25).

```
! RIJCOSX wB97M-V def2-TZVPD def2/J DEFGRID3
* xyz 1 2
Cr 0.20418 0.40017 0.53387
O -0.12282 0.62836 -1.23788
C 0.95012 0.93702 -2.06333
C 1.02464 2.43392 -2.44569
C 0.35362 3.34814 -1.41072
C 0.93913 3.30061 -0.03358
C 1.86796 4.22839 0.42209
C 2.29389 4.17796 1.74181
C 1.72663 3.23969 2.59635
C 0.79551 2.35462 2.07876
N 0.45822 2.35350 0.78403
H -1.07965 -0.63008 -1.81867
H 0.86631 0.35038 -2.99157
H 1.89622 0.64065 -1.57754
H 0.51448 2.59881 -3.39662
H 2.07502 2.69680 -2.57892
H -0.69374 3.04241 -1.32841
H 0.39609 4.37272 -1.78076
H 2.23657 4.99234 -0.24512
H 3.02817 4.87674 2.11032
H 1.98168 3.21292 3.64355
H 0.24404 1.68166 2.73076
F -3.06078 -3.44345 1.58405
C -3.20434 -4.05044 0.41528
F -2.67338 -5.27978 0.54761
F -4.52007 -4.23810 0.23149
C -2.60697 -3.34387 -0.78116
C -2.72804 -4.00670 -1.98588
C -2.21364 -3.43923 -3.16233
C -1.63745 -2.20190 -3.08164
N -1.53805 -1.56224 -1.90406
C -1.95289 -2.08651 -0.71546
S -1.64347 -1.22619 0.70944
H -3.21761 -4.96936 -2.01778
H -2.26442 -3.96112 -4.10196
H -1.24707 -1.68869 -3.94558
O 0.95387 -0.54803 1.76669
C 1.96618 -1.43295 2.03587
C 1.35579 -2.80587 1.85997
C 0.70690 -3.55150 2.79270
C 0.11440 -4.71361 2.24972
C 0.28655 -4.80920 0.90931
S 1.17427 -3.47868 0.27234
C 2.51304 -1.25765 3.43200
C 3.30359 -2.10849 4.14133
C 3.70832 -1.55941 5.37989
C 3.22270 -0.31022 5.58419
S 2.26409 0.23509 4.26636
C 3.12331 -1.18028 1.08765
C 3.42807 -0.00339 0.46305
C 4.60175 -0.08829 -0.31952
C 5.18134 -1.31327 -0.25106
S 4.30729 -2.39116 0.75896
H 0.66809 -3.28442 3.83235
H -0.41094 -5.43972 2.84118
H -0.04162 -5.58099 0.24241
H 3.58527 -3.08677 3.79430
H 4.33416 -2.07210 6.08631
H 3.35453 0.33676 6.42660
H 2.86480 0.90848 0.59346
H 5.00135 0.72360 -0.89934
H 6.07979 -1.63756 -0.73399
*
```

The calculation puts the energy at -4239.2684 a.u. Its expectation value of S² is 0.783.